(1)
84
Properties=species:S:1:pos:R:3 method="wB97M-V/def2-TZVPD" spin_multiplicity=3 homo_lumo_gap_ev="6.632 / 6.414" fmax_ev_per_a=1.4 total_charge=+2 energy_ev=-227669.8613 s_squared=2.023
C 4.2595 -3.2477 0.0463
N -0.7844 0.7547 -2.0833
H -4.3822 2.0688 -2.4892
N -0.3223 -1.8196 -2.5332
C -1.2840 3.1339 1.6078
H -1.6062 -1.5671 5.4491
C -4.2015 1.8155 -1.4509
C -0.5092 -2.7053 -4.7579
C 3.8221 2.3098 -3.5611
S 1.3287 1.8737 -0.3851
C 5.0526 -2.3682 0.7574
C 3.5000 -0.6588 0.1780
H 1.0200 1.0601 2.9523
H -2.2884 1.6580 -3.0801
H -1.4925 5.2040 2.0871
C -1.7345 -0.7297 2.1715
H -5.7278 1.8257 1.5555
C -2.4769 -2.1533 -3.5534
H -0.0522 -3.1995 -0.6421
C -3.2197 -2.5794 2.6538
H -3.5302 0.9830 2.2361
H -2.1136 -1.5098 -1.5498
C 1.1976 -1.8680 2.1962
C 0.5149 -2.9267 1.3731
C 3.1075 -2.7816 -0.5714
C -1.3593 -0.7024 3.5093
H 3.9114 5.4823 -2.3863
H -0.2337 -3.4258 1.9955
C -1.9689 1.2388 -2.1280
H -1.1873 -2.3106 0.2592
C -2.6940 -1.6623 1.7614
C 0.2329 -2.3624 -3.6376
C -2.6976 0.9918 0.2635
P -1.0740 0.4293 0.9092
H 1.2715 -3.6806 1.1381
C 3.6405 4.4378 -2.4579
H 4.5329 -4.2878 -0.0677
N 1.6433 -2.2214 3.4067
C 4.6781 -1.0354 0.7853
Se 2.1906 -4.0790 -1.6816
C -0.9626 4.2860 2.3057
C -3.7167 1.1941 1.1922
H 0.2769 5.1682 3.8183
C 2.3819 2.5526 -1.6060
H 5.2809 -0.2878 1.2808
H 3.1836 0.3704 0.2326
H -3.0659 -1.6495 0.7430
Cl 2.4562 0.1361 -2.7493
C 2.7541 3.9038 -1.5380
C -2.9433 1.3168 -1.0767
O 1.3679 -0.7360 1.7395
C 0.4195 1.9409 2.8027
C -1.9018 -1.6125 4.4088
H 1.4938 -3.1472 3.7699
C 0.0321 4.2687 3.2694
C -1.8815 -2.5552 -4.7433
H -0.0028 -3.1288 -5.6145
C -0.6094 1.9381 1.8584
H 5.9581 -2.7059 1.2435
C -1.6769 -1.8138 -2.4918
H -2.0585 3.1787 0.8547
W 0.5738 -0.4861 -0.9702
H -2.4796 -2.8037 -5.6093
Cl 2.1065 4.8986 -0.2919
H 4.2309 1.6735 -4.3344
C -5.2026 1.9878 -0.5209
H 4.8853 4.0627 -4.1606
C -4.9575 1.6782 0.8104
Se 2.0821 -2.9092 -3.6443
H -3.9512 -3.2997 2.3114
H -3.5527 -2.1091 -3.4548
C 4.1798 3.6430 -3.4572
C -2.8154 -2.5614 3.9834
H -6.1668 2.3740 -0.8221
N 2.6761 -1.5132 -0.4678
H 2.1193 -1.5542 3.9915
H -0.6705 0.0487 3.8654
C -0.1186 -2.3917 0.0797
C 2.9238 1.8060 -2.6402
H -0.5147 1.6386 -3.7981
C 0.7243 3.0917 3.5111
H 1.5163 3.0699 4.2482
O -0.1040 0.9234 -3.2912
H -3.2338 -3.2699 4.6861


(2)
41
Properties=species:S:1:pos:R:3 method="wB97M-V/def2-TZVPD" homo_lumo_gap_ev=5.513 fmax_ev_per_a=0.8 energy_ev=-232592.7728
Br -3.7588 0.1672 4.6288
H 0.4219 -5.0549 -1.8791
N -1.1599 0.6478 0.4531
C -1.2130 1.7616 -0.4818
H 1.8652 -4.0400 -2.0653
H 2.2440 3.9921 0.3110
Br 2.2353 -2.9030 0.6911
C -1.7954 1.7797 2.5756
H 1.9023 -5.4081 -0.9718
H -1.7344 -1.8909 -2.7805
H 3.1798 3.4679 -1.0794
C 0.8194 -3.7422 -0.2306
C 1.2644 -4.6123 -1.3554
N -0.7518 -2.7009 1.2731
H -0.0287 3.1210 0.7101
C -0.9341 -1.3603 1.1953
H -0.4672 3.6614 -0.9032
H -0.9251 2.2324 3.0522
C 2.1678 3.6769 -0.7319
C 1.9348 1.2818 -0.0339
C -1.3974 0.6158 1.7734
B -0.6217 -1.0041 -1.3958
Br -1.9084 -4.3756 -0.6598
H -1.2385 1.3645 -1.4988
H -0.8962 -3.0938 2.1928
H 1.2532 0.8228 0.6808
H -2.3218 2.5227 1.9778
H 0.8825 -1.7197 -2.4508
H -2.5026 1.4087 3.3615
O -1.7475 -1.1831 -2.1303
H 2.3296 0.5041 -0.6851
N -1.2408 -0.6244 2.2414
O 0.6521 -0.9902 -1.8688
C -0.4260 -3.5221 0.1973
H -2.1731 2.2522 -0.3272
H 2.7779 1.6651 0.5422
N -0.8668 -0.6415 0.0506
C -0.1073 2.8012 -0.3318
C 1.2869 2.4296 -0.8372
H 1.7676 4.5120 -1.3085
H 1.2321 2.1787 -1.9012


(3)
8
Properties=species:S:1:pos:R:3 method="wB97M-V/def2-TZVPD" homo_lumo_gap_ev=10.354 fmax_ev_per_a=2.8 smiles="O=C(O)OCl.Cl" energy_ev=-32255.2244
H 1.3794 0.7777 -1.2227
Cl 1.6164 -1.6349 1.4679
O 1.2911 -0.0534 -0.7810
Cl -1.7529 1.6716 1.2593
O 0.1418 -1.4480 0.5831
O -0.9072 -0.2018 -0.8972
C 0.1007 -0.5434 -0.4017
H -1.8692 1.4321 -0.0076


(4)
5
Properties=species:S:1:pos:R:3 method="wB97M-V/def2-TZVPD" spin_multiplicity=2 homo_lumo_gap_ev="7.016 / 5.259" fmax_ev_per_a=1.7 total_charge=+2 energy_ev=-58574.5076 s_squared=0.763
H -27.2006 5.9059 12.5844
O -27.8737 6.2983 13.1404
Zn -23.7058 4.9302 15.0120
H -27.4165 6.9898 13.6190
I -24.7267 5.3443 12.4742


(5)
23
Properties=species:S:1:pos:R:3 method="wB97M-V/def2-TZVPD" homo_lumo_gap_ev=10.116 fmax_ev_per_a=1.3 smiles=NCCS.O.O.O.O energy_ev=-22832.7188
H -1.9132 -0.2849 -1.7860
H 0.1573 -0.6545 2.0461
H 0.2142 0.0457 0.4491
O -2.4878 -1.0392 -1.5615
N -1.7796 1.9477 1.1318
S 1.2166 1.5659 1.8892
O 0.8162 -2.0783 -1.9005
H 0.2932 -2.2482 -1.1017
H -2.5917 2.3806 1.5558
H -3.3729 -0.8199 -1.8576
H 3.8938 -2.9602 -1.0694
H -1.7404 0.4421 2.7219
O -0.7033 1.1306 -1.8445
H -1.0318 2.5984 1.3584
H 0.4301 -1.2132 -2.0871
H 1.2050 1.4459 3.2241
C -1.4634 0.6194 1.6813
C 0.0161 0.2637 1.4887
H 2.4551 -2.8898 -1.5926
H -1.2242 1.5458 -1.1351
H 0.1926 1.2887 -1.5212
H -2.0664 -0.0376 1.0443
O 3.2986 -3.3544 -1.7173


(6)
79
Properties=species:S:1:pos:R:3 method="wB97M-V/def2-TZVPD" spin_multiplicity=3 homo_lumo_gap_ev="5.005 / 6.928" fmax_ev_per_a=0.6 energy_ev=-290639.4788 s_squared=2.021
C 2.7415 -4.3561 -0.2689
N -1.0833 4.1791 1.7065
C 3.3789 0.8014 -2.5809
H -2.7658 1.3885 5.0163
H 3.4668 0.5541 -3.6313
C 3.1040 1.4458 0.1007
P 1.2246 -0.5987 0.6009
C -4.6497 -0.1474 1.2964
H 0.1304 -2.4798 -4.2467
C -0.4221 -0.1748 -2.8646
H -3.0143 0.6930 2.7158
H -3.7360 -0.3924 -1.9147
C 2.0984 -5.1239 0.6873
C -0.1075 2.0303 -2.2222
C 2.4514 0.3203 -0.3962
C 0.1811 2.4414 -3.4960
C 3.8928 2.2348 -0.7286
H 4.6461 2.5300 -2.7147
H -0.2998 -0.5572 -5.0019
C -3.8621 0.6608 -1.7006
C -1.8812 1.0760 4.4736
C -3.1888 2.4884 -0.5355
N -5.0657 2.6951 -1.9628
N -2.2389 4.1862 1.0094
C 1.7574 0.6104 4.9789
N -5.3350 0.7556 1.5315
C -0.2628 -2.6272 -3.2520
C -0.6670 1.0748 5.0935
H 1.8466 0.8988 6.0203
H -5.5584 0.9692 -2.9820
Br 0.3895 1.9889 -6.3099
C -2.1790 3.0418 0.3786
H 3.6091 -0.5018 2.3807
C -4.2191 3.2284 -1.0903
C 1.7059 -2.3626 0.6024
H -0.8987 -5.0503 -0.9688
N -0.4350 0.7727 -1.8692
C 2.8611 0.2019 4.2850
C -4.8768 1.4148 -2.2700
H 2.0434 -0.8124 -2.1819
C 1.2650 -4.5119 1.6167
C 4.0358 1.9129 -2.0682
Br 0.1724 -5.3734 -3.7452
H 0.7650 -5.1025 2.3735
C -0.6222 -1.5125 -2.4505
H -4.3472 4.2687 -0.8197
C 1.5143 -0.1169 2.3162
C -2.0121 0.6589 3.1279
C -0.9493 0.2481 2.3517
H 3.3989 -4.8263 -0.9889
H 0.4474 3.4661 -3.7029
C -0.3623 -3.8764 -2.7288
N -3.0191 1.1988 -0.8271
H -0.0660 2.7543 -1.4212
C 0.0939 1.4724 -4.5183
H -0.5640 1.3744 6.1299
H -0.8642 4.9429 2.3233
C -0.2113 0.1835 -4.2215
C 2.5507 -2.9793 -0.3110
H 2.2480 -6.1955 0.7128
C 1.0660 -3.1440 1.5695
H 0.4022 -2.6709 2.2870
H -1.4450 -3.0587 0.3407
H 3.0034 1.7064 1.1456
Ti -1.3090 0.0696 0.1192
N -1.0519 -1.6833 -1.1590
C 0.3305 0.2642 3.0140
H 3.0795 -2.3978 -1.0517
C 2.5885 0.0203 -1.7557
H 0.5352 2.8127 1.9756
N -1.0600 2.3107 0.6307
H 3.8283 0.1605 4.7690
C -1.1290 -2.9502 -0.6893
C -0.8200 -4.0684 -1.4081
H 4.3974 3.1021 -0.3222
Se -3.4877 -1.4989 0.8985
C 0.4763 0.6544 4.3742
C -0.3966 3.0587 1.4927
C 2.7360 -0.1713 2.9323


(7)
20
Properties=species:S:1:pos:R:3 method="wB97M-V/def2-TZVPD" homo_lumo_gap_ev="7.926 / 7.120" fmax_ev_per_a=4.2 energy_ev=-28225.2267
Cl 3.0812 0.6718 -0.5951
C -0.5510 1.5084 -0.3529
C 0.4384 -2.1032 1.0968
C 1.0526 -1.1729 0.1124
H 1.8363 -1.7175 -0.3358
H -1.9210 -0.1761 -0.2242
H 0.5819 -0.4734 -1.9196
H -1.6123 1.8969 1.3629
C -1.0215 2.4652 0.6472
H -1.6999 3.2474 0.2525
H -0.3319 -2.7231 0.7072
H -0.1944 3.0289 1.0382
C 0.0380 -0.9299 -1.1173
H 0.1632 -1.6298 2.0493
H -1.7191 0.3422 -1.6630
H -0.3376 -1.8669 -1.4860
H 1.2067 -2.7577 1.4609
C -1.1038 0.2232 -0.7481
P 1.8441 0.3413 0.8580
H 0.2499 1.8251 -1.1433


(8)
79
Properties=species:S:1:pos:R:3 method="wB97M-V/def2-TZVPD" homo_lumo_gap_ev="1.514 / 3.650" fmax_ev_per_a=3.7 total_charge=+3 energy_ev=-64112.2457
C -5.8940 0.1339 3.0418
C 1.1973 -3.5131 -0.9206
C 6.1240 -1.1053 -0.4039
H -3.5714 2.4016 -0.4279
C -1.2107 1.8359 -3.0415
H -2.4570 -2.7370 -1.1675
H -0.7616 1.0305 -3.6394
H 0.9583 -4.5249 -1.2848
C -1.6517 0.6067 2.4745
C -5.8969 0.7540 0.6939
H 7.1638 -1.1652 -0.7286
N -3.7709 0.2803 1.9058
H -3.2543 2.0163 3.1060
H -0.7116 0.8727 2.9647
C 0.2852 -2.2160 -3.2603
H 1.2143 4.3419 2.0715
O 2.2110 -0.8986 0.8865
H -0.2222 3.2975 2.2078
H 5.3585 -0.5453 -2.3324
H -3.6361 -0.3417 -1.1337
H 1.2268 -1.6571 -3.3894
H 0.3954 -3.2114 -3.7256
H 4.2291 -1.5903 2.3973
C -2.9093 1.1072 2.6386
H 0.7736 0.3637 -1.3776
H 2.1828 -3.2030 -1.2987
C 4.4882 -1.3588 1.3632
Y 0.2349 -0.2447 0.4468
H 3.0711 3.2187 1.9819
C 9.2683 -3.1393 0.9202
H 2.9978 -0.4917 -1.6050
H 9.4894 -2.5407 1.8097
H -2.0803 2.2506 -3.5767
H -3.4227 -1.5380 0.7893
H -1.4729 -4.0863 -0.5943
C 9.3672 -2.6216 -0.3150
C -1.5815 -3.3498 -1.3995
N -1.7089 -0.4764 1.5848
H -0.1004 4.4394 0.8514
P -0.0926 -2.3139 -1.4549
H -2.5729 3.4259 -1.5116
C -7.2973 0.8576 0.7376
H 9.6775 -1.5839 -0.4761
C -7.2933 0.1726 3.0625
H -0.4625 2.6268 -2.8875
P -1.7226 1.1528 -1.4145
P 1.2767 2.4423 0.5426
H 2.6473 4.1269 -0.6573
H -5.3620 0.9709 -0.2376
N -10.6018 0.6018 1.9519
C -9.4325 0.5861 1.9317
C 1.8926 3.3697 -0.9305
C -2.5443 2.6421 -0.7327
H 2.3445 2.6480 -1.6290
H 1.2534 -3.5217 0.1791
H 9.0087 -4.1912 1.0779
H 2.7239 1.4763 2.2586
C 5.1119 -0.7717 -1.2999
H -5.3311 -0.1531 3.9252
H 1.0494 3.8621 -1.4403
H -1.7596 -3.8768 -2.3457
C -7.9946 0.5487 1.9132
H -0.5088 -1.6555 -3.7801
H -1.9966 3.0285 0.1362
H 6.5896 -1.6320 1.6295
C 3.4570 -1.0026 0.4605
C 3.7895 -0.7340 -0.8940
H -7.8100 -0.0959 3.9771
C 2.8359 2.2597 1.4940
H -7.8498 1.1628 -0.1499
C -3.1516 0.1572 -1.9826
C -5.2151 0.3895 1.8571
C 5.8002 -1.3853 0.9218
H 9.1928 -3.2350 -1.2055
H -3.8901 0.7999 -2.4871
C -3.0147 -0.6674 1.3076
H 3.6569 1.9596 0.8266
H -2.7989 -0.6093 -2.6880
C 0.4723 3.7667 1.5009